Record 1
The following is a DFT calculation (ωB97M-V with the def2-TZVPD basis set) of a 11-piece molecular cluster, C35H65BrCl21IN3O4 overall.

Last column: Löwdin charge in e.
Element x y z (Å)
C  -0.5547  5.1116  2.0644  -0.094
C  -0.1849  4.0127  3.1101  -0.256
C  1.3319  3.7309  3.1107  -0.229
C  1.6654  2.4935  3.9886  -0.192
C  1.3504  1.2414  3.1270  -0.211
C  1.3738  -0.0867  3.9386  -0.186
C  0.1246  -0.9735  3.7777  -0.200
C  -0.4003  -1.1039  2.3376  -0.222
C  -1.3358  -2.3262  2.2029  -0.244
C  -2.2090  -2.3409  0.9178  -0.219
C  -1.4813  -1.7385  -0.2892  -0.234
C  -2.0363  -2.1980  -1.6699  -0.184
C  -2.3330  -1.0190  -2.6416  -0.172
C  -1.6278  -1.1888  -4.0138  -0.138
N  -0.4929  -0.2655  -4.1123  -0.062
C  0.6574  -0.6407  -3.4280  -0.320
N  0.8514  -0.3346  -2.2151  0.223
C  2.0979  -0.6801  -1.5200  -0.091
C  2.4447  0.4297  -0.4805  -0.028
C  2.1454  1.7893  -1.1014  -0.523
O  1.3878  2.5162  -0.5857  0.171
O  2.7301  2.1415  -2.2919  0.095
N  1.5294  -1.3447  -4.2980  -0.456
Cl  1.2547  -3.0229  -4.4410  0.748
C  1.5114  -0.4976  -5.5153  -0.807
I  1.9335  -1.5060  -7.3986  1.023
C  2.6662  0.5405  -5.4213  -0.266
C  4.0253  -0.0787  -5.0237  -0.163
C  5.0987  0.9770  -4.6586  -0.133
O  5.4170  0.9920  -3.2508  -0.026
C  6.2478  -0.0334  -2.9027  -0.553
C  5.7190  -1.1159  -1.9660  0.017
O  7.3434  -0.1128  -3.2718  0.179
C  0.0352  0.0208  -5.4489  -0.689
Br  -0.3648  1.7962  -6.1371  0.777
H  -0.5412  6.0866  2.5547  0.063
H  0.1803  5.1049  1.2529  0.064
H  -1.5341  4.8677  1.6455  0.060
H  -0.4913  4.3879  4.0919  0.078
H  -0.7568  3.1073  2.8808  0.091
H  1.8197  4.6272  3.5079  0.045
H  1.6395  3.5335  2.0773  0.094
H  2.7446  2.4906  4.1675  0.113
H  1.0648  2.5257  4.9010  0.104
H  2.1786  1.1886  2.4118  0.093
H  0.4002  1.3902  2.6125  0.084
H  1.5062  0.1685  4.9958  0.106
H  2.2601  -0.6612  3.6407  0.106
H  -0.6950  -0.5970  4.4036  0.120
H  0.3823  -1.9889  4.1077  0.104
H  -0.8452  -0.1761  1.9638  0.105
H  0.4795  -1.2925  1.6933  0.099
H  -2.0327  -2.2870  3.0522  0.005
H  -0.7242  -3.2253  2.2983  0.059
H  -2.4376  -3.3900  0.6886  0.092
H  -3.1558  -1.8402  1.1269  0.028
H  -1.5180  -0.6412  -0.2460  0.078
H  -0.4265  -2.0420  -0.2263  0.092
H  -1.2401  -2.8028  -2.1325  0.068
H  -2.8852  -2.8807  -1.5843  0.116
H  -1.9313  -0.0902  -2.2186  0.087
H  -3.4139  -0.9026  -2.7370  0.062
H  -1.3607  -2.2474  -4.1098  0.094
H  -2.3513  -0.9890  -4.8071  0.137
H  0.1146  0.1628  -1.7109  0.177
H  2.0814  -1.6711  -1.0622  0.142
H  2.8893  -0.6683  -2.2681  0.090
H  1.8295  0.2364  0.3978  0.099
H  3.5104  0.3667  -0.2526  0.129
H  1.9857  2.2489  -2.9054  0.108
H  2.8102  0.9264  -6.4329  0.082
H  2.3963  1.4051  -4.8050  0.090
H  4.3731  -0.6522  -5.8886  0.087
H  3.9660  -0.7881  -4.1964  0.086
H  4.7928  1.9753  -4.9684  0.134
H  6.0281  0.6919  -5.1603  0.125
H  5.5201  -0.6947  -0.9761  0.066
H  6.4615  -1.9037  -1.8693  0.079
H  4.8108  -1.5833  -2.3607  0.066
H  -0.5417  -0.6253  -6.1159  0.063
C  -5.9114  -0.3117  -0.6901  -1.053
Cl  -4.3555  0.3628  -0.1877  0.568
Cl  -6.1559  -0.1405  -2.4361  0.533
H  -5.9322  -1.3678  -0.4250  -0.099
H  -6.7036  0.2146  -0.1699  -0.017
C  -0.1041  -6.4501  0.5405  -0.988
Cl  -0.6862  -5.6160  -0.9121  0.513
Cl  -0.9687  -5.9153  1.9849  0.523
H  -0.2534  -7.5169  0.4149  0.030
H  0.9514  -6.2341  0.6647  0.026
C  -1.2755  -4.3941  5.8036  -1.013
Cl  -2.3408  -4.8689  4.4731  0.490
Cl  -1.4109  -5.4961  7.1710  0.511
H  -0.2502  -4.3998  5.4483  0.026
H  -1.5510  -3.3959  6.1311  0.015
C  -3.3958  -3.5634  10.2212  -1.016
Cl  -1.8369  -2.8974  10.7186  0.505
Cl  -3.6420  -3.4080  8.4774  0.488
H  -3.4270  -4.6150  10.4846  0.027
H  -4.1859  -3.0263  10.7340  0.025
C  1.3141  6.7904  6.0455  -1.002
Cl  0.6559  5.3070  6.7470  0.520
Cl  2.7806  6.4729  5.1110  0.533
H  0.5694  7.2269  5.3888  0.024
H  1.5541  7.4796  6.8474  0.025
C  -2.1081  2.3606  -9.7225  -1.065
Cl  -3.8508  2.6363  -9.8020  0.508
Cl  -1.5907  1.1278  -10.8804  0.506
H  -1.5961  3.2898  -9.9482  0.018
H  -1.8510  2.0252  -8.7235  -0.043
C  -5.8945  -2.7262  3.0701  -0.933
Cl  -4.3490  -2.0372  3.5666  0.588
Cl  -6.1377  -2.5402  1.3222  0.607
H  -5.9050  -3.7826  3.3160  0.033
H  -6.6944  -2.2133  3.5929  0.032
C  -5.9097  2.7296  2.8117  -1.014
Cl  -6.9133  1.3484  2.3481  0.524
Cl  -5.2773  2.5506  4.4499  0.514
H  -5.0767  2.8000  2.1202  0.014
H  -6.5129  3.6295  2.7640  0.028
C  -2.5734  5.0231  -5.7652  -1.001
Cl  -4.1461  4.3464  -6.1830  0.522
Cl  -1.3592  4.6508  -7.0007  0.471
H  -2.6627  6.1005  -5.6808  0.031
H  -2.2500  4.6007  -4.8196  0.022
C  8.4373  -2.4394  0.7871  -1.032
Cl  9.5408  -2.4347  2.1615  0.528
Cl  6.7438  -2.4320  1.3132  0.493
H  8.6200  -1.5540  0.1874  0.024
H  8.6142  -3.3327  0.1980  0.027

## Properties
Net charge   +1
Kohn-Sham gap   7.4 eV
HOMO energy   -11.93 eV

***

Record 2
The following is a DFT calculation (ωB97M-V with the def2-TZVPD basis set) of an isolated ion of composition C5H8N and charge +1.

Last column: Löwdin spin population.
Element x y z (Å)
C  1.2577  0.0433  -0.2143  0.309
C  -1.0565  0.3353  -0.9787  0.530
C  -1.9879  0.3369  -1.8508  0.128
C  2.2572  -0.4099  0.5765  0.555
C  -0.5669  -0.0395  1.3118  0.028
N  -0.1865  0.0724  -0.0246  0.291
H  1.6539  0.3237  -1.1894  0.010
H  -2.3674  1.2266  -2.3441  0.036
H  -2.6033  -0.5228  -2.0993  0.043
H  3.3355  -0.1585  0.2780  0.019
H  2.2475  -0.8285  1.5313  0.031
H  -0.0448  -0.8869  1.8819  0.009
H  -1.5736  -0.4989  1.3593  0.001
H  -0.3651  1.0069  1.7626  0.011

## Properties
Energy relative to the best compared isomer or geometry (same formula, charge and spin)   353.9 kJ/mol
Net charge   +1
Kohn-Sham gap (alpha / beta)   7.1 / 6.4 eV
HOMO energy (alpha / beta)   -11.28 / -15.01 eV
Multiplicity   3